Below is a cluster of 11 separate species, C41H73F6N12O23 in total, with properties calculated with ωB97M-V/def2-TZVPD.

Computed properties:
Total charge   +1
Electronic energy   -4590.65672 Eh
HOMO energy   -0.3572 Ha
Gap between HOMO and LUMO   0.2661 Ha

Bonds (Å) are listed after each position.
Cartesian coordinates (Å):
1 C 0.61708 -4.55653 0.80441  C2 1.650, H43 1.193, H44 1.170, H45 1.189
2 C -0.44423 -3.90697 -0.27883  C1 1.650, C3 1.663, H46 1.193, H47 1.179
3 C -1.23294 -2.56344 0.30199  C2 1.663, C4 1.673, H48 1.179, H49 1.170
4 C -0.75919 -1.31614 -0.70721  C3 1.673, O5 1.446, H50 1.185, H51 1.189
5 O -1.16177 -0.08552 -0.06371  C4 1.446, C6 1.461
6 C -0.43183 1.12393 -0.43771  O5 1.461, C7 1.630, C34 1.671, H52 1.202
7 C 1.01318 1.37500 0.27371  C6 1.630, C8 1.677, C9 1.679, N11 1.508
8 C 0.93690 2.76547 1.20861  C7 1.677, H53 1.167, H54 1.194, H55 1.166
9 C 1.29104 0.21972 1.46029  C7 1.679, C10 1.674, H56 1.169, H57 1.194
10 C 0.23476 0.38756 2.74824  C9 1.674, H58 1.193, H59 1.194, H60 1.170
11 N 2.24782 1.34747 -0.59138  C7 1.508, C12 1.520, C21 1.511, H61 1.069
12 C 3.48946 1.98111 0.01343  N11 1.520, C13 1.631, H62 1.164, H63 1.195
13 C 3.81280 3.52080 -0.41754  C12 1.631, C14 1.671, H64 1.192, H65 1.194
14 C 4.44940 4.45092 0.81558  C13 1.671, C15 1.639, H66 1.194, H67 1.194
15 C 5.66846 3.71689 1.62854  C14 1.639, N16 1.543, H68 1.177, H69 1.173
16 N 5.14268 3.50065 3.06348  C15 1.543, C17 1.513, C20 1.542
17 C 4.67186 2.23834 3.75101  N16 1.513, C18 1.672, H70 1.170
18 C 4.17459 2.68231 5.28385  C17 1.672, C19 1.671, H71 1.191
19 C 4.40854 4.33437 5.37472  C18 1.671, C20 1.669, H72 1.192
20 C 5.04274 4.79228 3.90039  N16 1.542, C19 1.669, H73 1.187
21 C 2.07986 1.73788 -2.04087  N11 1.511, C22 1.673, C24 1.673, H74 1.167
22 C 3.40269 1.36779 -2.99574  C21 1.673, C23 1.638, H75 1.194, H76 1.194
23 C 3.73617 -0.23434 -3.06822  C22 1.638, H77 1.194, H78 1.193, H79 1.178
24 C 0.80731 0.94132 -2.77937  C21 1.673, O25 1.467, C34 1.621, H80 1.195
25 O 0.84244 0.98960 -4.24469  C24 1.467, C26 1.468
26 C 0.70990 -0.33362 -4.86703  O25 1.468, O27 1.362, C28 1.639
27 O 1.67104 -0.69212 -5.76362  C26 1.362
28 C -0.50466 -1.41209 -4.65121  C26 1.639, C29 1.639, C33 1.673
29 C -0.19439 -2.82356 -3.87766  C28 1.639, C30 1.656, H81 1.173
30 C -1.47403 -3.85393 -3.66843  C29 1.656, C31 1.650, H82 1.189
31 C -3.01192 -3.55181 -4.18374  C30 1.650, C32 1.647, H83 1.178
32 C -3.31679 -2.15841 -5.00745  C31 1.647, C33 1.645, H84 1.189
33 C -2.05267 -1.12712 -5.21682  C28 1.673, C32 1.645, H85 1.194
34 C -0.52851 1.51226 -2.06015  C6 1.671, C24 1.621, F35 1.516, C36 1.634
35 F -1.69090 0.81407 -2.73829  C34 1.516
36 C -0.90420 3.08680 -2.28150  C34 1.634, F37 1.515, F38 1.472, C39 1.633
37 F -2.36780 3.19070 -1.90460  C36 1.515
38 F -0.21939 4.06108 -1.41592  C36 1.472
39 C -0.82291 3.65573 -3.81033  C36 1.633, F40 1.511, F41 1.479, F42 1.511
40 F -1.50622 5.00368 -3.78964  C39 1.511
41 F -1.53800 2.86073 -4.83234  C39 1.479
42 F 0.59593 3.96779 -4.22625  C39 1.511
43 H 1.00322 -5.56878 0.30487  C1 1.193
44 H 0.14009 -4.86347 1.82790  C1 1.170
45 H 1.59044 -3.88174 0.91394  C1 1.189
46 H 0.20978 -3.62609 -1.23669  C2 1.193
47 H -1.19593 -4.73761 -0.64658  C2 1.179
48 H -0.76590 -2.35213 1.36349  C3 1.179
49 H -2.39176 -2.72530 0.30858  C3 1.170
50 H 0.40668 -1.47469 -0.84533  C4 1.185
51 H -1.36315 -1.50789 -1.71356  C4 1.189
52 H -1.12550 1.99034 0.02329  C6 1.202
53 H -0.11040 2.93775 1.69310  C8 1.167
54 H 1.71585 2.65740 2.10718  C8 1.194
55 H 1.25266 3.72730 0.63073  C8 1.166
56 H 1.32582 -0.86937 1.03584  C9 1.169
57 H 2.35430 0.36762 1.98269  C9 1.194
58 H 0.65030 1.20608 3.51098  C10 1.193
59 H -0.81476 0.82762 2.38750  C10 1.194
60 H 0.03044 -0.62842 3.29235  C10 1.170
61 H 2.49937 0.30953 -0.63411  N11 1.069
62 H 3.57671 1.93296 1.17273  C12 1.164
63 H 4.40297 1.32869 -0.39730  C12 1.195
64 H 4.59949 3.63217 -1.30551  C13 1.192
65 H 2.86123 4.14063 -0.78614  C13 1.194
66 H 3.53199 4.63485 1.55684  C14 1.194
67 H 4.73266 5.53703 0.40979  C14 1.194
68 H 6.57162 4.46835 1.70363  C15 1.177
69 H 5.95625 2.65088 1.23388  C15 1.173
70 H 4.63861 1.15522 3.30914  C17 1.170
71 H 3.70828 1.98045 6.12599  C18 1.191
72 H 4.14009 5.03167 6.30340  C19 1.192
73 H 5.33877 5.89501 3.57422  C20 1.187
74 H 1.86852 2.86697 -2.24779  C21 1.167
75 H 3.29030 1.81612 -4.09713  C22 1.194
76 H 4.40079 1.88697 -2.59463  C22 1.194
77 H 4.85373 -0.40045 -2.68176  C23 1.194
78 H 3.73942 -0.68001 -4.17473  C23 1.193
79 H 3.06702 -0.91268 -2.37532  C23 1.178
80 H 1.01084 -0.20485 -2.50925  C24 1.195
81 H 0.86928 -3.10096 -3.46921  C29 1.173
82 H -1.31202 -4.87756 -3.08564  C30 1.189
83 H -3.92553 -4.27368 -4.00248  C31 1.178
84 H -4.38735 -1.84613 -5.41991  C32 1.189
85 H -2.25086 -0.10997 -5.80935  C33 1.194
86 C 2.68279 5.78941 9.49962  N87 1.488, H90 1.092, H91 1.092, H92 1.092
87 N 3.20933 4.72644 8.60162  C86 1.488, O88 1.237, O89 1.237
88 O 4.39005 4.81917 8.24624  N87 1.237
89 O 2.42248 3.82882 8.27888  N87 1.237
90 H 3.47928 6.50920 9.70001  C86 1.092
91 H 1.84809 6.27089 8.98624  C86 1.092
92 H 2.35649 5.30816 10.42394  C86 1.092
93 C 5.79415 -3.44818 -5.32117  N94 1.488, H97 1.092, H98 1.092, H99 1.092
94 N 6.06213 -3.45559 -3.85772  C93 1.488, O95 1.237, O96 1.237
95 O 5.66136 -4.43215 -3.21376  N94 1.237
96 O 6.66739 -2.48084 -3.39671  N94 1.237
97 H 5.25794 -4.36172 -5.58682  C93 1.092
98 H 5.18752 -2.56730 -5.54065  C93 1.092
99 H 6.75803 -3.40433 -5.83249  C93 1.092
100 C 0.10560 1.77258 8.66540  N101 1.488, H104 1.092, H105 1.092, H106 1.092
101 N -1.01491 1.41240 9.57551  C100 1.488, O102 1.237, O103 1.237
102 O -0.94179 1.80422 10.74603  N101 1.237
103 O -1.93636 0.74655 9.08912  N101 1.237
104 H 0.84119 2.35523 9.22403  C100 1.092
105 H 0.54640 0.84240 8.30128  C100 1.092
106 H -0.31161 2.36197 7.84627  C100 1.092
107 C -4.30450 0.28315 3.51213  N108 1.488, H111 1.092, H112 1.092, H113 1.092
108 N -3.58571 -1.01947 3.52217  C107 1.488, O109 1.237, O110 1.237
109 O -4.25918 -2.03913 3.33319  N108 1.237
110 O -2.36559 -0.98160 3.71938  N108 1.237
111 H -5.36533 0.09992 3.32853  C107 1.092
112 H -4.15691 0.74850 4.48875  C107 1.092
113 H -3.87426 0.89079 2.71332  C107 1.092
114 C -6.17115 -7.12558 -5.99861  N115 1.488, H118 1.092, H119 1.092, H120 1.092
115 N -5.47170 -6.12918 -5.14332  C114 1.488, O116 1.237, O117 1.237
116 O -4.24871 -6.01814 -5.28809  N115 1.237
117 O -6.17018 -5.48652 -4.35078  N115 1.237
118 H -5.43783 -7.61420 -6.64370  C114 1.092
119 H -6.64701 -7.85184 -5.33662  C114 1.092
120 H -6.91072 -6.58687 -6.59464  C114 1.092
121 C -5.44782 1.37962 -7.47580  N122 1.488, H125 1.092, H126 1.092, H127 1.092
122 N -5.81662 -0.05482 -7.33467  C121 1.488, O123 1.237, O124 1.237
123 O -5.37087 -0.65998 -6.35280  N122 1.237
124 O -6.54333 -0.53283 -8.21354  N122 1.237
125 H -4.80933 1.66447 -6.63685  C121 1.092
126 H -4.91417 1.49115 -8.42178  C121 1.092
127 H -6.37293 1.95979 -7.47063  C121 1.092
128 C -2.86755 4.36879 3.25144  N129 1.488, H132 1.092, H133 1.092, H134 1.092
129 N -2.96926 3.14305 4.08856  C128 1.488, O130 1.237, O131 1.237
130 O -4.03571 2.95126 4.68428  N129 1.237
131 O -1.97561 2.40791 4.12395  N129 1.237
132 H -3.80947 4.91799 3.31319  C128 1.092
133 H -2.04466 4.96907 3.64467  C128 1.092
134 H -2.67281 4.05153 2.22486  C128 1.092
135 C -3.74058 -5.84193 1.98923  N136 1.488, H139 1.092, H140 1.092, H141 1.092
136 N -3.21403 -6.90490 1.09123  C135 1.488, O137 1.237, O138 1.237
137 O -2.03332 -6.81216 0.73585  N136 1.237
138 O -4.00089 -7.80252 0.76849  N136 1.237
139 H -2.94409 -5.12214 2.18961  C135 1.092
140 H -4.57528 -5.36044 1.47584  C135 1.092
141 H -4.06688 -6.32318 2.91354  C135 1.092
142 C -5.44782 -10.32855 0.30227  N143 1.488, H146 1.092, H147 1.092, H148 1.092
143 N -5.81662 -11.76299 0.44340  C142 1.488, O144 1.237, O145 1.237
144 O -5.37087 -12.36816 1.42527  N143 1.237
145 O -6.54333 -12.24100 -0.43548  N143 1.237
146 H -4.80933 -10.04370 1.14122  C142 1.092
147 H -4.91417 -10.21703 -0.64372  C142 1.092
148 H -6.37293 -9.74839 0.30744  C142 1.092
149 C 3.54705 8.44689 -2.19433  N150 1.488, H153 1.092, H154 1.092, H155 1.092
150 N 3.87373 7.39670 -1.19237  C149 1.488, O151 1.237, O152 1.237
151 O 4.87455 6.70255 -1.40564  N150 1.237
152 O 3.11625 7.29887 -0.21991  N150 1.237
153 H 4.29339 8.41941 -2.99112  C149 1.092
154 H 2.55303 8.22771 -2.58931  C149 1.092
155 H 3.56693 9.41021 -1.68046  C149 1.092

Results of the Löwdin charge analysis, in e, for atoms 1 through 99: -0.144, -0.257, -0.126, -0.203, -0.132, -0.126, -0.263, -0.021, -0.128, -0.099, -0.039, -0.120, -0.169, -0.170, -0.144, -0.209, -0.074, -0.054, -0.047, -0.044, -0.148, -0.144, -0.105, -0.144, -0.052, -0.212, -0.008, -0.075, -0.027, -0.044, -0.019, -0.012, 0.006, -0.089, -0.012, -0.115, 0.019, 0.035, -0.123, 0.024, 0.061, 0.028, 0.091, 0.078, 0.078, 0.080, 0.090, 0.108, 0.123, 0.115, 0.136, 0.171, 0.094, 0.105, 0.082, 0.106, 0.117, 0.095, 0.073, 0.085, 0.175, 0.104, 0.161, 0.125, 0.113, 0.120, 0.092, 0.136, 0.129, 0.091, 0.083, 0.059, 0.118, 0.150, 0.151, 0.109, 0.091, 0.092, 0.079, 0.152, 0.097, 0.093, 0.066, 0.065, 0.098, 0.052, -0.403, 0.029, 0.034, 0.101, 0.104, 0.107, 0.042, -0.426, 0.058, 0.030, 0.100, 0.091, 0.105